Formula: C34H39ClCoIN6O3P
Source: OMol25
Level of theory: wB97M-V/def2-TZVPD

The geometry in XYZ format:
```
86
Properties=species:S:1:pos:R:3:mulliken_spin:R:1
Co -0.962 0.660 -0.163 2.36
O -2.046 2.470 0.363 0.06
N -1.850 2.807 1.552 0.00
N -0.864 2.199 2.112 -0.01
O -0.083 1.346 1.449 0.03
C -0.529 2.482 3.480 0.00
C 0.602 1.881 4.007 0.00
C 0.946 2.132 5.330 0.00
C 0.172 2.974 6.111 0.00
C -0.959 3.569 5.562 0.00
C -1.319 3.329 4.247 0.00
H 1.198 1.231 3.383 0.00
H 1.827 1.660 5.747 0.00
H 0.443 3.167 7.140 0.00
H -1.573 4.225 6.166 0.00
H -2.201 3.783 3.818 0.00
Cl -7.561 0.358 -2.838 0.01
C -5.874 0.189 -2.436 0.05
C -4.972 0.094 -3.461 -0.05
C -3.617 -0.011 -3.176 0.10
I -2.312 -0.156 -4.790 0.00
C -3.127 -0.035 -1.868 -0.01
O -1.818 -0.072 -1.645 0.05
C -4.081 0.010 -0.827 0.12
N -3.672 -0.070 0.523 -0.09
C -4.594 0.107 1.549 0.29
C -5.919 0.283 1.285 -0.14
C -6.392 0.289 -0.017 0.37
C -5.467 0.159 -1.091 -0.07
H -5.318 0.104 -4.485 0.00
H -4.174 0.079 2.539 0.05
H -6.595 0.410 2.120 0.00
H -7.441 0.416 -0.229 0.02
N -2.085 -0.818 2.002 -0.13
C -2.343 -0.219 0.929 -0.06
H -1.117 -0.681 2.276 0.00
C 1.232 -2.209 2.303 0.00
C 1.206 -2.791 0.879 -0.01
C 2.219 -3.932 0.773 0.00
C -0.170 -3.404 0.572 0.00
P 1.390 -1.362 -0.334 -0.02
C 1.485 -2.259 -1.934 0.01
C 0.307 -2.315 -2.682 0.00
C 0.245 -3.039 -3.868 0.00
C 1.367 -3.701 -4.340 0.00
C 2.555 -3.636 -3.621 0.00
C 2.609 -2.929 -2.429 0.00
C 3.082 -0.549 -0.098 0.01
C 3.410 0.173 -1.413 0.00
C 2.935 0.523 0.996 0.01
C 4.270 -1.428 0.306 0.00
H 0.723 -2.886 2.996 0.00
H 0.749 -1.231 2.365 0.01
H 2.257 -2.084 2.658 0.00
H 1.875 -4.760 1.401 0.00
H 3.212 -3.655 1.118 0.00
H 2.295 -4.313 -0.247 0.00
H -0.413 -4.136 1.348 0.00
H -0.159 -3.924 -0.389 0.00
H -0.969 -2.669 0.549 0.00
H -0.568 -1.773 -2.338 0.00
H -0.682 -3.071 -4.425 0.00
H 1.322 -4.261 -5.266 0.00
H 3.440 -4.144 -3.982 0.00
H 3.543 -2.911 -1.886 0.00
H 2.557 0.736 -1.800 0.00
H 3.729 -0.520 -2.193 0.00
H 4.227 0.880 -1.234 0.00
H 2.084 1.179 0.828 0.00
H 3.848 1.130 1.020 0.00
H 2.816 0.074 1.984 0.00
H 4.450 -2.274 -0.354 0.00
H 4.159 -1.808 1.321 0.00
H 5.172 -0.805 0.293 0.00
C 2.482 4.662 -1.962 0.00
N 1.611 3.496 -2.029 0.00
C 1.253 2.798 -3.162 0.00
C 0.440 1.791 -2.743 -0.01
N 0.299 1.867 -1.378 0.03
C 1.010 2.897 -0.983 0.00
H 2.842 4.882 -2.963 0.00
H 3.337 4.464 -1.319 0.00
H 1.937 5.525 -1.588 0.00
H 1.599 3.083 -4.142 0.00
H -0.057 1.025 -3.314 0.00
H 1.114 3.237 0.037 0.00
```

## Properties
Energy relative to the best compared isomer or geometry (same formula, charge and spin) ... 19.7 kcal per mole
Spin multiplicity ... 4
⟨S²⟩ ... 4.053